25
Properties=species:S:1:pos:R:3:forces:R:3:lowdin_charge:R:1 method="wB97M-V/def2-TZVPD" gap_ev=9.81 e_above_lowest_ev=1.2810 energy_ev=-37453.87330 homo_ha=-0.36444 lumo_ev=-0.11
C 1.61112 -0.79019 -0.24110 0.4 0.2 -1.9 -0.733
C 0.90038 1.38084 0.98454 -2.1 0.2 0.2 -0.286
H 1.90999 1.87490 2.75923 -0.5 1.0 1.5 0.059
Cl 2.10833 -0.83761 -2.04199 -0.1 -0.1 -0.1 0.563
C -1.37312 -1.65309 -2.70508 2.4 2.1 -1.2 -0.117
O -2.07953 -0.35146 0.87328 -0.3 0.0 -2.1 -0.237
H -1.34046 -0.57576 -3.10628 0.1 -1.7 0.1 0.107
H 1.91669 1.93881 -0.75483 0.9 0.0 -0.8 0.100
H 2.37254 0.44191 2.10596 0.8 -2.0 0.5 0.051
C -1.69226 -1.55769 1.48675 -0.8 -0.9 2.8 -0.125
H 0.13189 2.16971 -1.01214 0.3 0.0 0.6 0.112
H -1.02494 -1.20825 2.30162 -0.4 -0.8 -0.2 0.101
O 2.13132 -1.58436 0.43558 0.1 -0.7 1.3 0.093
H 0.03016 1.81995 1.46083 -0.3 -0.6 0.2 0.138
H -1.17536 -2.32851 0.91393 -0.1 0.5 -0.5 0.083
H -2.20243 -2.12996 -3.14134 -0.7 -0.9 -0.8 0.069
O -2.16098 1.05287 -1.24897 0.2 -0.1 -0.3 -0.230
C 2.09866 1.40694 1.84898 1.4 0.9 -1.3 -0.044
C 0.67347 0.27452 -0.04957 -3.3 0.6 0.0 -0.280
H 3.00672 1.90562 1.43754 -0.7 -0.3 -0.1 0.110
C 0.93793 1.67795 -0.44939 -0.1 0.3 -1.3 -0.129
P -1.59238 -0.12834 -0.61555 3.0 0.2 1.5 0.644
H -0.34076 -2.14678 -2.88054 -1.9 0.7 0.4 0.096
H -2.66498 -2.00834 1.88732 1.6 0.5 -0.3 0.119
O -1.68869 -1.55525 -1.33342 0.1 0.8 1.9 -0.263